A structure of composition C31H49AsN7O3ReSi2Te. Source: OMol25; level of theory: ωB97M-V/def2-TZVPD.

Results
LUMO energy (alpha / beta) ... -10.55 / -10.79 eV
E ... -4979.86552 Ha
HOMO level (alpha / beta) ... -0.608 / -0.599 Eh
HOMO-LUMO gap (alpha / beta) ... 5.992 / 5.502 eV

```
! wB97M-V def2-TZVPD RIJCOSX def2/J DEFGRID3
* xyz 3 2
Re 1.22 0.63 -0.02
O -4.54 3.93 2.04
C -3.43 4.01 2.90
C -2.28 3.29 2.28
C -1.12 2.96 2.99
C -0.12 2.26 2.36
N -0.16 1.91 1.06
C -1.26 2.27 0.35
C -2.32 2.94 0.94
C -1.20 1.99 -1.09
C -2.17 2.37 -2.01
C -1.95 2.19 -3.37
C -2.99 2.56 -4.38
O -4.25 2.52 -3.77
C -0.72 1.66 -3.76
C 0.18 1.27 -2.79
N -0.06 1.39 -1.49
H -5.28 4.42 2.41
H -3.66 3.58 3.89
H -3.11 5.05 3.06
H -1.01 3.23 4.03
H 0.77 1.96 2.90
H -3.21 3.20 0.38
H -3.11 2.80 -1.70
H -2.94 1.88 -5.24
H -2.74 3.57 -4.74
H -4.93 2.78 -4.41
H -0.47 1.55 -4.80
H 1.13 0.83 -3.06
C 2.67 -0.99 -4.36
As 3.01 -1.52 -2.51
C 2.95 -3.46 -2.49
C 4.74 -0.85 -1.95
O 1.84 -0.97 -1.41
H 3.38 -1.55 -4.96
H 2.84 0.07 -4.52
H 1.66 -1.26 -4.66
H 3.48 -3.82 -3.37
H 1.92 -3.81 -2.54
H 3.44 -3.85 -1.60
H 5.50 -1.22 -2.64
H 4.95 -1.22 -0.95
H 4.75 0.24 -1.95
C -2.41 -0.18 4.01
Si -1.88 -1.97 3.63
C -3.19 -2.85 2.57
C -1.24 -2.98 5.10
C -0.26 -1.72 2.53
Te -0.86 -1.06 0.62
C -0.75 -2.94 -0.35
Si -1.82 -2.89 -1.98
C -3.14 -1.54 -1.72
C -2.55 -4.61 -2.25
C -0.63 -2.27 -3.35
H -3.26 -0.18 4.68
H -2.71 0.36 3.11
H -1.63 0.39 4.51
H -4.14 -2.87 3.09
H -2.92 -3.88 2.36
H -3.35 -2.34 1.61
H -2.01 -3.05 5.85
H -0.36 -2.55 5.56
H -1.00 -4.00 4.81
H 0.29 -2.65 2.45
H 0.36 -0.97 3.01
H -1.13 -3.68 0.36
H 0.30 -3.17 -0.56
H -3.73 -1.73 -0.83
H -3.83 -1.51 -2.55
H -2.70 -0.54 -1.63
H -3.28 -4.86 -1.49
H -1.80 -5.40 -2.25
H -3.06 -4.65 -3.21
H 0.10 -1.58 -2.93
H -1.18 -1.75 -4.12
H -0.10 -3.09 -3.82
N 2.40 2.18 -0.19
C 3.02 3.18 -0.19
C 3.72 4.33 -0.14
C 5.02 4.43 -0.68
N 6.08 4.44 -1.11
C 3.13 5.44 0.49
N 2.61 6.33 1.00
C 3.48 1.64 2.84
C 3.39 0.23 2.38
N 2.59 -0.28 1.44
C 2.88 -1.62 1.38
C 3.85 -1.91 2.28
N 4.15 -0.74 2.90
H 2.81 2.28 2.28
H 4.50 2.01 2.72
H 3.24 1.70 3.91
H 2.39 -2.28 0.69
H 4.33 -2.84 2.53
H 4.83 -0.61 3.64
*
```

Atom charges from the Löwdin analysis, given in e for atoms 1 to 4: number 1, Re, carries 1.374; number 2, O, carries -0.030; number 3, C, carries -0.193; number 4, C, carries -0.130

***

A structure of composition C31H49BN2O2P2Pd. Source: OMol25; level of theory: ωB97M-V/def2-TZVPD.

Results
LUMO energy (alpha / beta) ... 0.53 / -0.94 eV
E ... -2306.15288 Ha
HOMO level (alpha / beta) ... -0.203 / -0.280 Eh
HOMO-LUMO gap (alpha / beta) ... 6.044 / 6.688 eV

```
! wB97M-V def2-TZVPD RIJCOSX def2/J DEFGRID3
* xyz 0 3
Pd 0.06 0.06 0.21
C 0.32 3.55 0.99
C -0.80 3.30 2.02
C -1.79 4.47 1.93
C -0.16 3.27 3.41
P -1.50 1.62 1.60
C -2.68 2.01 0.21
N -2.00 1.93 -1.05
B -0.81 1.17 -1.26
N -0.64 1.02 -2.67
C 0.28 0.09 -3.27
P 1.23 -0.81 -1.93
C 1.44 -2.49 -2.72
C 2.48 -3.29 -1.91
C 1.77 -2.51 -4.21
C 0.08 -3.17 -2.51
C 2.87 0.14 -1.88
C 3.80 -0.11 -3.06
C 3.60 -0.25 -0.58
C 2.56 1.64 -1.84
C -1.73 1.62 -3.30
C -2.06 1.72 -4.64
C -3.24 2.38 -4.98
C -4.07 2.91 -4.01
C -3.74 2.82 -2.65
C -2.57 2.18 -2.31
C -2.65 0.99 2.94
C -3.38 -0.23 2.36
C -3.68 2.01 3.44
C -1.80 0.47 4.12
H 0.78 4.53 1.19
H -0.06 3.55 -0.03
H 1.10 2.79 1.06
H -1.34 5.35 2.39
H -2.73 4.27 2.44
H -2.02 4.73 0.89
H 0.50 4.14 3.52
H 0.45 2.37 3.56
H -0.91 3.32 4.21
H -3.14 2.99 0.36
H -3.48 1.27 0.25
H 0.98 0.57 -3.96
H -0.27 -0.66 -3.84
H 3.50 -2.99 -2.14
H 2.39 -4.35 -2.16
H 2.31 -3.18 -0.84
H 2.77 -2.13 -4.43
H 1.05 -1.95 -4.80
H 1.73 -3.55 -4.56
H -0.13 -3.30 -1.44
H 0.09 -4.16 -2.97
H -0.75 -2.60 -2.94
H 4.18 -1.13 -3.09
H 4.67 0.56 -2.98
H 3.32 0.11 -4.02
H 3.94 -1.28 -0.59
H 2.96 -0.13 0.29
H 4.47 0.40 -0.44
H 2.14 2.00 -2.78
H 3.49 2.18 -1.64
H 1.85 1.89 -1.05
H -1.41 1.29 -5.40
H -3.52 2.46 -6.03
H -4.99 3.41 -4.30
H -4.40 3.23 -1.89
H -4.11 0.03 1.59
H -3.92 -0.72 3.17
H -2.68 -0.95 1.95
H -4.28 2.41 2.62
H -3.21 2.84 3.97
H -4.36 1.51 4.15
H -0.98 -0.16 3.76
H -2.43 -0.14 4.77
H -1.39 1.28 4.72
O -2.18 -1.37 -0.96
C -1.75 -2.16 -0.10
O -0.75 -1.95 0.67
C -2.45 -3.48 0.10
C -3.67 -3.72 -0.53
C -4.33 -4.92 -0.34
C -3.77 -5.90 0.48
C -2.56 -5.66 1.11
C -1.90 -4.45 0.93
H -4.07 -2.95 -1.18
H -5.28 -5.10 -0.84
H -4.29 -6.84 0.63
H -2.12 -6.42 1.75
H -0.96 -4.25 1.42
*
```

Atom charges from the Löwdin analysis, given in e for atoms 1 to 4: number 1, Pd, carries 0.716; number 2, C, carries -0.120; number 3, C, carries -0.689; number 4, C, carries -0.089

***

A structure of composition C31H49BrO2P2V. Source: OMol25; level of theory: ωB97M-V/def2-TZVPD.

Results
LUMO energy (alpha / beta) ... -9.29 / -9.29 eV
E ... -5561.02458 Ha
HOMO level (alpha / beta) ... -0.483 / -0.482 Eh
HOMO-LUMO gap (alpha / beta) ... 3.843 / 3.835 eV

```
! wB97M-V def2-TZVPD RIJCOSX def2/J DEFGRID3
* xyz 2 2
V -1.13 0.31 -2.28
C -2.31 1.76 -0.60
C -3.02 0.89 -1.52
C -2.06 -0.39 0.18
C -1.81 0.97 0.47
C -2.82 -0.48 -1.04
C -2.27 3.24 -0.67
H -2.23 3.57 -1.71
H -1.38 3.63 -0.16
H -3.14 3.71 -0.20
C -1.27 1.48 1.75
H -0.95 2.53 1.67
H -0.41 0.88 2.07
H -2.01 1.46 2.56
C -1.87 -1.48 1.16
H -2.69 -1.50 1.88
H -0.95 -1.31 1.74
H -1.84 -2.46 0.68
C -3.47 -1.71 -1.55
H -4.18 -1.49 -2.36
H -4.03 -2.23 -0.76
H -2.73 -2.42 -1.95
C -3.88 1.35 -2.63
H -4.80 1.79 -2.22
H -4.13 0.51 -3.30
H -3.36 2.11 -3.23
C 0.75 0.87 -2.43
C -0.20 1.88 -2.96
C -0.50 2.04 -4.43
C -1.28 0.85 -5.07
C -1.74 -0.21 -4.09
C -0.78 -1.18 -3.52
C 0.65 -1.16 -4.00
C 1.52 -0.02 -3.38
H 0.44 2.21 -5.00
H -0.69 0.39 -5.88
H -1.09 2.96 -4.56
H 2.02 0.55 -4.18
H 1.28 1.11 -1.50
H -0.23 2.83 -2.40
H 2.38 -0.47 -2.84
H 1.13 -2.13 -3.79
H -1.17 -2.18 -3.28
H 0.68 -1.09 -5.10
H -2.16 1.27 -5.59
H -2.75 -0.59 -4.31
P 2.01 2.35 1.06
C 2.43 3.36 2.55
H 3.40 3.86 2.36
H 2.53 2.70 3.43
H 1.65 4.11 2.72
C 3.62 1.46 1.14
H 4.42 2.22 1.11
H 3.71 0.78 0.29
H 3.66 0.90 2.09
C 2.51 3.67 -0.13
H 2.54 3.28 -1.15
H 3.50 4.05 0.15
H 1.78 4.49 -0.08
P 1.19 -2.60 -0.20
C 0.17 -3.95 -0.92
H 0.80 -4.79 -1.20
H -0.35 -3.56 -1.82
H -0.59 -4.28 -0.20
C 2.73 -2.84 -1.15
H 2.57 -2.62 -2.22
H 3.09 -3.87 -1.05
H 3.49 -2.15 -0.76
C 1.67 -3.27 1.43
H 2.10 -4.27 1.35
H 0.76 -3.28 2.06
H 2.38 -2.55 1.86
Br 0.23 1.82 5.24
C 0.34 -0.01 5.72
C -0.29 -0.52 6.86
C -0.28 -1.90 7.10
C 0.37 -2.76 6.22
C 1.05 -2.25 5.11
C 1.05 -0.87 4.87
C 1.77 -0.30 3.66
O 2.89 0.22 3.88
O 1.17 -0.42 2.55
H -0.78 0.17 7.54
H -0.81 -2.30 7.98
H 0.37 -3.84 6.40
H 1.60 -2.90 4.43
*
```

Atom charges from the Löwdin analysis, given in e for atoms 1 to 4: number 1, V, carries 0.872; number 2, C, carries -0.186; number 3, C, carries -0.257; number 4, C, carries -0.129

***

A structure of composition C31H50AuCl2NOP. Source: OMol25; level of theory: ωB97M-V/def2-TZVPD.

Results
LUMO energy (alpha / beta) ... 2.72 / 2.72 eV
E ... -2738.74058 Ha
HOMO level (alpha / beta) ... -0.128 / -0.191 Eh
HOMO-LUMO gap (alpha / beta) ... 6.216 / 7.926 eV

```
! wB97M-V def2-TZVPD RIJCOSX def2/J DEFGRID3
* xyz -1 3
P -1.23 0.51 -1.62
C -2.62 1.65 -1.00
C -3.74 2.06 -1.97
C -4.63 3.14 -1.31
C -5.19 2.69 0.04
C -4.08 2.21 0.98
C -3.19 1.14 0.33
C -2.02 -1.17 -1.95
C -3.39 -1.21 -2.62
C -3.76 -2.67 -2.96
C -3.72 -3.57 -1.72
C -2.38 -3.47 -0.98
C -2.00 -2.02 -0.67
C -1.03 1.14 -3.37
C -0.55 2.60 -3.35
C -0.31 3.15 -4.76
C 0.65 2.27 -5.56
C 0.18 0.81 -5.58
C -0.07 0.25 -4.17
H -2.02 2.55 -0.78
H -4.36 1.19 -2.23
H -3.34 2.46 -2.91
H -5.44 3.41 -1.99
H -4.02 4.04 -1.16
H -5.74 3.51 0.51
H -5.90 1.87 -0.12
H -3.44 3.06 1.26
H -4.51 1.81 1.91
H -2.37 0.88 1.01
H -3.79 0.23 0.15
H -1.30 -1.64 -2.65
H -3.04 -3.05 -3.69
H -3.40 -0.61 -3.55
H -4.15 -0.79 -1.95
H -4.75 -2.70 -3.42
H -3.91 -4.61 -2.01
H -4.53 -3.28 -1.04
H -2.42 -4.05 -0.05
H -1.59 -3.91 -1.60
H -1.00 -1.98 -0.21
H -2.72 -1.59 0.06
H -2.04 1.08 -3.83
H -1.27 3.26 -2.83
H 0.39 2.65 -2.78
H -1.27 3.22 -5.29
H 0.09 4.17 -4.69
H 1.65 2.32 -5.11
H 0.74 2.65 -6.59
H 0.91 0.19 -6.10
H -0.76 0.75 -6.16
H -0.45 -0.77 -4.26
H 0.89 0.18 -3.63
Au 1.33 -0.13 1.16
Cl 1.92 -1.75 -0.39
Cl 0.46 1.89 1.81
C 1.95 -1.08 2.88
H 3.02 -1.06 3.18
C 1.03 -1.74 3.73
C 1.30 -2.82 4.64
C 0.21 -3.50 5.20
C -1.12 -3.10 4.90
C -1.37 -2.01 4.06
C -0.32 -1.31 3.52
H 2.34 -3.11 4.82
H 0.38 -4.36 5.85
H -2.39 -1.70 3.82
H -0.47 -0.44 2.87
H -1.96 -3.66 5.34
O 3.81 1.18 1.47
C 4.83 0.74 2.00
C 5.85 1.70 2.62
C 6.06 1.44 4.09
C 7.05 0.32 4.40
C 6.60 -1.07 3.98
C 6.32 -1.21 2.47
N 5.06 -0.61 2.07
H 6.78 1.58 2.08
H 5.49 2.71 2.45
H 6.44 2.37 4.55
H 5.10 1.25 4.59
H 8.01 0.55 3.90
H 7.25 0.30 5.48
H 7.38 -1.79 4.25
H 5.70 -1.37 4.54
H 7.18 -0.81 1.91
H 6.27 -2.28 2.23
H 4.42 -1.14 1.49
*
```

Atom charges from the Löwdin analysis, given in e for atoms 1 to 4: number 1, P, carries 1.099; number 2, C, carries -0.448; number 3, C, carries -0.213; number 4, C, carries -0.207

***

A structure of composition C31H50BF4N8O5Sb2Y. Source: OMol25; level of theory: ωB97M-V/def2-TZVPD.

Results
LUMO energy ... 0.18 eV
E ... -2968.96885 Ha
HOMO level ... -0.269 Eh
HOMO-LUMO gap ... 7.510 eV

```
! wB97M-V def2-TZVPD RIJCOSX def2/J DEFGRID3
* xyz 0 1
Y 0.36 0.91 0.50
O 2.44 -4.79 2.29
C 2.47 -4.02 3.36
O 3.11 -4.31 4.34
C 1.70 -2.75 3.32
C 1.60 -1.88 4.39
N 0.90 -0.81 3.98
N 0.53 -0.92 2.70
C 1.00 -2.09 2.28
C 0.76 -2.46 0.84
O 1.03 -3.59 0.44
O 0.27 -1.52 0.15
H 1.88 -4.42 1.53
H 1.98 -1.99 5.38
H 0.66 0.02 4.50
C -3.03 -0.61 2.92
Sb -2.26 1.21 2.02
C -2.67 2.38 3.81
C -4.14 1.81 1.00
C -5.13 0.73 1.15
C -5.92 0.70 2.29
C -6.76 -0.36 2.55
C -6.82 -1.42 1.67
C -6.07 -1.39 0.51
C -5.22 -0.32 0.21
C -4.49 -0.32 -1.06
Sb -2.32 -0.83 -0.92
C -2.36 -1.61 -2.96
C -2.72 -2.85 -0.21
H -3.76 -0.37 3.69
H -2.22 -1.18 3.36
H -3.52 -1.21 2.17
H -3.59 2.03 4.27
H -2.77 3.42 3.51
H -1.84 2.30 4.50
H -3.88 2.04 -0.03
H -4.45 2.72 1.52
H -5.86 1.53 2.98
H -7.36 -0.37 3.45
H -7.46 -2.27 1.87
H -6.13 -2.22 -0.19
H -4.52 0.66 -1.54
H -4.91 -1.05 -1.74
H -3.19 -2.30 -3.08
H -1.43 -2.14 -3.14
H -2.45 -0.81 -3.68
H -3.52 -3.26 -0.81
H -2.99 -2.88 0.84
H -1.81 -3.43 -0.36
C 3.67 0.08 1.82
N 3.57 1.32 1.05
C 4.60 2.31 1.34
C 5.52 2.25 0.12
N 4.65 1.70 -0.91
C 5.24 1.42 -2.19
C 3.53 1.16 -0.34
N 2.47 0.64 -0.85
C 2.37 0.34 -2.27
C 1.07 -0.43 -2.58
N -0.05 0.46 -2.83
C -0.34 0.89 -4.00
N 0.30 0.76 -5.24
C 1.15 -0.32 -5.67
C -0.58 1.27 -6.29
C -1.48 2.23 -5.53
N -1.45 1.66 -4.20
C -2.31 2.21 -3.20
H 4.70 -0.30 1.84
H 3.34 0.27 2.84
H 3.03 -0.67 1.36
H 5.11 2.11 2.27
H 4.12 3.29 1.41
H 6.39 1.59 0.27
H 5.88 3.23 -0.19
H 6.03 2.16 -2.37
H 4.52 1.50 -2.99
H 5.70 0.43 -2.22
H 3.22 -0.30 -2.56
H 2.39 1.26 -2.86
H 0.81 -1.03 -1.71
H 1.25 -1.12 -3.40
H 0.65 -1.30 -5.64
H 2.07 -0.35 -5.09
H 1.43 -0.12 -6.71
H -1.16 0.45 -6.74
H 0.01 1.75 -7.07
H -2.49 2.27 -5.92
H -1.07 3.25 -5.53
H -3.35 1.97 -3.44
H -2.21 3.29 -3.13
H -2.05 1.76 -2.24
C 0.27 3.63 -1.57
C -0.45 2.75 -0.56
O -1.57 3.12 -0.19
H -0.38 4.44 -1.91
H 0.59 3.02 -2.42
H 1.15 4.05 -1.10
F -0.26 3.37 2.46
B 1.10 3.12 2.53
F 1.22 1.71 2.83
F 1.76 3.87 3.43
F 1.64 3.23 1.22
*
```

Atom charges from the Löwdin analysis, given in e for atoms 1 to 4: number 1, Y, carries 1.370; number 2, O, carries 0.123; number 3, C, carries -0.512; number 4, O, carries 0.092

***

What M values result from the calculations? In sequence: 1012.68; 660.92; 646.53; 751.59; 1034.02 g/mol.